The following is a DFT calculation (ωB97M-V/def2-TZVPD) of a structure of composition C45H43NP2SSi2Ti at a distorted geometry.

- 2S+1: 3
- E_LUMO (spin up / spin down): 0.32 / 0.42 eV
- Electronic energy: -4304.7510 Eh

Geometry as XYZ:
```
95
Properties=species:S:1:pos:R:3:lowdin_charge:R:1
Ti 0.110 0.038 0.847 0.1267
C -2.327 2.211 3.268 -0.2057
Si -1.883 1.464 1.526 0.6471
C -1.969 3.073 0.435 -0.2704
C -3.007 3.992 0.465 -0.0864
C -3.018 5.102 -0.365 -0.0786
C -1.966 5.329 -1.236 -0.0869
C -0.891 4.459 -1.254 -0.0893
C -0.903 3.342 -0.428 -0.3751
P 0.511 2.213 -0.261 1.0098
C 1.126 2.873 1.333 -0.3613
C 1.398 4.221 1.544 -0.0751
C 1.789 4.664 2.799 -0.0673
C 1.898 3.771 3.852 -0.0719
C 1.605 2.431 3.654 -0.0527
C 1.219 1.984 2.405 -0.1526
C 1.674 2.785 -1.564 -0.3501
C 2.832 3.533 -1.373 -0.0967
C 3.682 3.778 -2.438 -0.0762
C 3.390 3.288 -3.699 -0.0817
C 2.233 2.553 -3.900 -0.0706
C 1.387 2.294 -2.838 -0.0862
C -3.505 0.602 0.915 -0.2753
C -4.789 1.074 1.163 -0.0959
C -5.908 0.426 0.670 -0.0787
C -5.771 -0.733 -0.081 -0.0775
C -4.508 -1.233 -0.326 -0.0904
C -3.387 -0.569 0.173 -0.3818
P -1.740 -1.269 -0.180 0.9934
C -1.865 -1.238 -1.997 -0.3307
C -2.343 -2.244 -2.829 -0.0852
C -2.432 -2.015 -4.193 -0.0790
C -2.057 -0.795 -4.729 -0.0832
C -1.617 0.224 -3.895 -0.0807
C -1.522 0.000 -2.536 -0.1082
C -1.987 -2.997 0.317 -0.4027
C -2.770 -3.254 1.441 -0.0875
C -2.916 -4.548 1.901 -0.0735
C -2.262 -5.588 1.260 -0.0832
C -1.444 -5.331 0.170 -0.0799
C -1.292 -4.038 -0.294 -0.1325
H -3.317 2.654 3.287 0.0033
H -1.619 2.992 3.530 0.0126
H -2.303 1.454 4.046 0.0131
H -3.819 3.848 1.160 0.0876
H -3.848 5.794 -0.320 0.1008
H -1.968 6.196 -1.883 0.1004
H -0.047 4.658 -1.902 0.1000
H 1.275 4.931 0.736 0.1123
H 1.998 5.711 2.954 0.1046
H 2.191 4.118 4.833 0.1053
H 1.668 1.731 4.475 0.1156
H 0.969 0.915 2.272 0.0345
H 3.079 3.917 -0.393 0.0965
H 4.585 4.348 -2.276 0.1041
H 4.067 3.458 -4.521 0.1026
H 1.999 2.166 -4.881 0.1059
H 0.496 1.695 -2.983 0.0736
H -4.921 1.965 1.759 0.0842
H -6.893 0.822 0.875 0.1008
H -6.642 -1.248 -0.464 0.1023
H -4.394 -2.147 -0.896 0.1059
H -2.649 -3.194 -2.414 0.0994
H -2.801 -2.799 -4.840 0.1034
H -2.109 -0.630 -5.795 0.1016
H -1.357 1.185 -4.314 0.1019
H -1.200 0.784 -1.845 0.0552
H -3.264 -2.430 1.943 0.1126
H -3.540 -4.741 2.762 0.1046
H -2.365 -6.598 1.627 0.1004
H -0.925 -6.146 -0.315 0.1044
H -0.633 -3.824 -1.128 0.1007
C 5.460 -4.529 0.644 -0.1879
Si 3.628 -4.021 0.783 0.5680
C 2.937 -4.874 2.334 -0.1883
C 2.780 -4.610 -0.822 -0.1592
C 3.497 -2.133 0.763 -0.2436
C 4.598 -1.345 0.470 -0.0716
C 4.470 0.037 0.333 -0.0455
C 3.204 0.578 0.378 -0.1236
N 2.119 -0.153 0.631 -0.1396
C 2.268 -1.462 0.931 -0.7225
S 0.866 -2.154 1.639 0.6949
H 5.527 -5.612 0.615 0.0255
H 6.056 -4.193 1.487 0.0272
H 5.927 -4.156 -0.262 0.0227
H 3.176 -5.934 2.314 0.0238
H 1.859 -4.770 2.400 -0.0093
H 3.366 -4.458 3.242 0.0297
H 2.830 -5.690 -0.924 0.0258
H 3.262 -4.174 -1.694 0.0303
H 1.734 -4.321 -0.844 -0.0008
H 5.569 -1.803 0.364 0.0954
H 5.327 0.674 0.169 0.1040
H 3.053 1.642 0.237 0.0775
```